(1)
Density functional theory data (ωB97M-V/def2-TZVPD) for a cluster of 5 separate species, C21H40Br2NO12S in total at a distorted geometry.

charge: +1
HOMO-LUMO gap: 8.19 eV
LUMO level: -0.162 hartree
electronic energy: -199396.7685 eV

Element x y z (Å)
C (-0.4260, 0.8674, 3.0934)
C (-0.6927, 1.1024, 1.5712)
Br (-2.3831, 2.0016, 1.1071)
C (0.1639, 0.7628, 0.5328)
Br (-0.3201, 1.1706, -1.3392)
S (1.7754, -0.0328, 0.8425)
C (1.6106, -1.7170, 1.5693)
C (1.0629, -2.7998, 0.5632)
N (-0.0194, -2.7132, -0.1306)
H (-1.4152, 0.7229, 3.5999)
H (0.2583, 0.0116, 3.3166)
H (0.0048, 1.8226, 3.5223)
H (2.3838, 0.7449, 1.8275)
H (0.9963, -1.7762, 2.5049)
H (2.6576, -2.0335, 1.8660)
H (1.6449, -3.7588, 0.4635)
H (-0.4381, -1.7988, 0.1002)
C (-6.1674, -6.3511, 1.9968)
C (-4.9117, -6.7899, 2.7241)
O (-3.8318, -7.0070, 1.8055)
C (-3.2173, -5.9054, 1.3705)
O (-3.4788, -4.7720, 1.6864)
O (-2.2666, -6.2747, 0.5044)
C (-1.5868, -5.1778, -0.1031)
H (-6.4176, -7.0584, 1.2029)
H (-7.0091, -6.2819, 2.6879)
H (-6.0301, -5.3770, 1.5243)
H (-5.0929, -7.7445, 3.2195)
H (-4.6233, -6.0745, 3.4969)
H (-1.2000, -4.4922, 0.6446)
H (-2.2573, -4.6587, -0.7896)
H (-0.7489, -5.5783, -0.6723)
C (-3.2339, 2.7739, -3.0179)
C (-3.4991, 3.5626, -1.7500)
O (-3.8786, 4.9068, -2.0516)
C (-5.1493, 5.0669, -2.4444)
O (-5.9719, 4.1957, -2.5479)
O (-5.3382, 6.3599, -2.7192)
C (-6.6369, 6.6589, -3.2337)
H (-2.5067, 3.2934, -3.6473)
H (-2.8522, 1.7782, -2.7815)
H (-4.1433, 2.6605, -3.6095)
H (-2.5830, 3.6235, -1.1617)
H (-4.2540, 3.0777, -1.1254)
H (-7.4201, 6.2745, -2.5799)
H (-6.7423, 6.2500, -4.2394)
H (-6.7299, 7.7423, -3.2861)
C (3.3436, 2.0144, -3.4110)
C (2.0732, 1.4700, -4.0345)
O (2.0177, 1.7690, -5.4304)
C (2.7661, 0.9807, -6.2126)
O (3.4504, 0.0626, -5.8429)
O (2.6356, 1.4032, -7.4722)
C (3.4528, 0.6978, -8.4078)
H (3.4495, 3.0803, -3.6249)
H (3.3360, 1.8689, -2.3280)
H (4.2261, 1.5186, -3.8180)
H (1.2095, 1.9549, -3.5784)
H (1.9691, 0.3957, -3.8641)
H (3.3003, -0.3791, -8.3339)
H (4.5025, 0.9482, -8.2483)
H (3.1651, 1.0208, -9.4067)
C (5.5753, 1.3937, 7.3980)
C (4.3018, 0.8495, 6.7823)
O (4.2279, 1.1650, 5.3815)
C (4.9671, 0.3952, 4.5807)
O (5.6613, -0.5233, 4.9186)
O (4.8157, 0.8394, 3.3202)
C (5.6274, 0.1517, 2.3649)
H (5.6729, 2.4627, 7.1954)
H (5.5793, 1.2360, 8.4775)
H (6.4567, 0.9077, 6.9769)
H (3.4389, 1.3235, 7.2521)
H (4.2057, -0.2264, 6.9411)
H (5.4833, -0.9284, 2.4264)
H (6.6768, 0.4060, 2.5139)
H (5.3279, 0.4840, 1.3706)

(2)
Density functional theory data (ωB97M-V/def2-TZVPD) for a structure of composition C28H27Cl2F6N3NiO6S2.

charge: -2
HOMO-LUMO gap (alpha / beta): 5.03 / 4.78 eV
energy above the lowest of the compared OMol25 structures with the same formula, charge and spin: 12.3 kcal per mole
spin multiplicity: 3
LUMO level (alpha / beta): 0.153 / 0.153 hartree
electronic energy: -150294.0818 eV

Element x y z (Å)
Ni (-0.6865, 0.0021, -0.2102)
F (4.9008, -0.4914, -0.7145)
C (3.9972, 0.4545, -1.0185)
F (4.3344, 0.9782, -2.2002)
F (4.0792, 1.4043, -0.0902)
S (2.3214, -0.3400, -1.0738)
O (2.0406, -0.5991, 0.3089)
O (2.5242, -1.4203, -1.9913)
N (1.3500, 0.7103, -1.7164)
S (1.0080, 2.1155, -1.1210)
O (0.3013, 2.0500, 0.1337)
O (2.0512, 3.0953, -1.2366)
C (-0.2315, 2.6418, -2.3872)
F (-1.1338, 1.7113, -2.6588)
F (-0.8464, 3.7307, -1.9309)
F (0.4007, 2.9605, -3.5269)
C (-3.2349, 1.2696, 3.7960)
C (-2.2075, 2.0531, 2.9635)
C (-0.8952, 1.2758, 2.9063)
C (-2.8546, 2.4580, 1.6496)
C (-3.4383, 3.7118, 1.6013)
C (-4.2118, 4.1469, 0.5314)
C (-4.4555, 3.2289, -0.4852)
C (-3.9247, 1.9501, -0.4984)
C (-4.4521, 1.0215, -1.5959)
C (-3.6606, -0.2379, -1.9507)
C (-5.8917, 0.6064, -1.2431)
C (-2.9968, 1.5445, 0.5375)
N (-2.3816, 0.3698, 0.4885)
H (-2.8264, 0.9813, 4.7718)
H (-3.5139, 0.3579, 3.2593)
H (-4.1408, 1.8604, 3.9485)
H (-1.9943, 2.9913, 3.4906)
H (-1.0347, 0.3100, 2.4269)
H (-0.5298, 1.1089, 3.9267)
H (-0.1289, 1.8196, 2.3531)
H (-3.2733, 4.3784, 2.4462)
H (-4.6224, 5.1492, 0.5000)
H (-5.1026, 3.5161, -1.3131)
H (-4.5067, 1.6315, -2.5079)
H (-3.5960, -0.9399, -1.1208)
H (-2.6334, -0.0220, -2.2452)
H (-4.1594, -0.7374, -2.7903)
H (-5.8800, -0.0042, -0.3356)
H (-6.3364, 0.0095, -2.0473)
H (-6.5270, 1.4749, -1.0560)
Cl (-3.9263, -6.9420, 0.4084)
C (-3.8009, -5.4599, 1.3358)
C (-4.9708, -4.9097, 1.8165)
C (-4.9165, -3.7311, 2.5381)
C (-3.6888, -3.1294, 2.7427)
C (-2.5214, -3.6857, 2.2467)
Cl (-1.0932, -2.7334, 2.4774)
C (-2.5318, -4.8899, 1.5160)
N (-1.4520, -5.5667, 0.9545)
C (-0.0797, -5.1924, 1.0470)
C (0.6266, -5.5750, 2.1805)
C (1.9449, -5.1861, 2.3526)
C (2.5641, -4.4340, 1.3648)
C (1.8754, -4.1127, 0.2038)
C (0.5501, -4.4965, 0.0157)
C (-0.1780, -4.0997, -1.2425)
C (-1.1381, -2.9134, -0.9617)
O (-2.3166, -3.1827, -0.7153)
O (-0.5725, -1.7819, -1.0275)
H (-5.9093, -5.4051, 1.6093)
H (-5.8214, -3.2674, 2.9069)
H (-3.6148, -2.1775, 3.2509)
H (-1.7024, -5.9409, 0.0498)
H (0.1037, -6.1388, 2.9439)
H (2.4779, -5.4538, 3.2574)
H (3.5845, -4.0932, 1.4942)
H (2.3513, -3.5167, -0.5649)
H (-0.7652, -4.9273, -1.6449)
H (0.5605, -3.7901, -1.9814)

(3)
Density functional theory data (ωB97M-V/def2-TZVPD) for a cluster of 5 separate species, C27H49BN3O18S4 in total at a distorted geometry.

charge: +1
HOMO-LUMO gap: 7.54 eV
LUMO level: -0.113 hartree
electronic energy: -114124.4489 eV

Element x y z (Å)
C (6.3923, -4.6256, 1.9731)
C (6.6314, -3.0785, 1.8118)
N (5.3830, -2.2644, 1.7705)
C (5.2670, -1.4453, 0.5588)
C (5.4871, 0.0945, 0.9158)
B (6.8897, 0.3852, 1.6655)
C (6.8191, 0.8964, 3.2012)
O (8.1385, 0.2551, 1.0419)
N (5.4270, 0.8126, -0.4035)
C (3.9518, 1.0215, -0.7123)
O (3.8856, 1.8864, -1.8526)
C (3.3857, -0.4010, -1.0542)
N (1.9561, -0.4302, -1.4148)
C (1.2059, 0.3983, -0.7594)
C (0.4030, 1.4762, -1.5811)
C (1.0364, 0.4718, 0.7961)
C (3.7361, -1.5281, 0.0585)
C (3.4365, -2.9676, -0.5636)
C (2.0344, -3.4213, -0.0218)
C (1.7978, -3.5804, 1.4285)
C (0.4939, -3.9526, 1.9370)
C (-0.6221, -4.1814, 1.0105)
C (-2.0109, -4.5326, 1.6556)
C (-0.4022, -4.0742, -0.4213)
C (0.9482, -3.6880, -0.9632)
H (6.2602, -5.1152, 0.9772)
H (5.5602, -4.8166, 2.6960)
H (7.3245, -5.0646, 2.4229)
H (7.1952, -2.7417, 2.7351)
H (7.3266, -2.8803, 0.9505)
H (4.6110, -2.9259, 1.8578)
H (5.9517, -1.7593, -0.2780)
H (4.6659, 0.3542, 1.6281)
H (6.1098, 0.2105, 3.7472)
H (6.3256, 1.9114, 3.1923)
H (7.8289, 0.9271, 3.6753)
H (8.7471, -0.1885, 1.6586)
H (5.8053, 0.1719, -1.1146)
H (5.9356, 1.7072, -0.3592)
H (3.5196, 1.5063, 0.1965)
H (4.4687, 2.6405, -1.6459)
H (3.9455, -0.7421, -1.9801)
H (0.6850, 1.4005, -2.6554)
H (0.6011, 2.5009, -1.1524)
H (-0.7248, 1.3272, -1.4600)
H (2.0178, 0.5232, 1.3509)
H (0.4922, 1.4164, 1.0889)
H (0.3894, -0.3721, 1.1528)
H (3.0891, -1.3378, 0.9493)
H (3.3482, -2.9120, -1.6842)
H (4.2553, -3.6986, -0.3235)
H (2.6480, -3.4000, 2.1346)
H (0.3589, -4.0371, 3.0382)
H (-2.3224, -5.5835, 1.4392)
H (-2.7622, -3.7806, 1.2874)
H (-1.9238, -4.3522, 2.7641)
H (-1.2459, -4.2705, -1.1309)
H (1.0678, -3.6205, -2.0698)
C (-5.2060, 3.4494, -2.6681)
C (-4.6602, 2.0717, -2.9859)
O (-3.4656, 1.9618, -2.2033)
S (-3.6532, 2.7957, -0.8332)
O (-4.0359, 1.8880, 0.1934)
O (-2.5529, 3.6906, -0.6995)
O (-4.9559, 3.6388, -1.2699)
H (-4.6680, 4.2243, -3.2187)
H (-6.2706, 3.5306, -2.8786)
H (-4.4410, 1.9444, -4.0441)
H (-5.3498, 1.2881, -2.6616)
C (1.6897, -6.7775, -3.5887)
C (1.1832, -7.2775, -4.9323)
O (-0.2468, -7.2455, -4.8160)
S (-0.6571, -6.0174, -3.8553)
O (-1.0071, -4.9046, -4.6695)
O (-1.5068, -6.5210, -2.8330)
O (0.7817, -5.7387, -3.2116)
H (1.6391, -7.5658, -2.8336)
H (2.7071, -6.3930, -3.6419)
H (1.5287, -8.2845, -5.1576)
H (1.4734, -6.6045, -5.7434)
C (-8.6614, 4.0609, 0.1123)
C (-8.9581, 5.4586, 0.6163)
O (-8.6080, 6.3230, -0.4705)
S (-8.8942, 5.5629, -1.8640)
O (-10.1605, 5.9796, -2.3551)
O (-7.7087, 5.6157, -2.6515)
O (-9.0494, 4.0705, -1.2660)
H (-7.5918, 3.8404, 0.1639)
H (-9.2140, 3.2989, 0.6591)
H (-8.3848, 5.7084, 1.5070)
H (-10.0238, 5.5882, 0.8218)
C (-4.3823, 6.5264, 2.4736)
C (-4.4235, 7.4178, 3.7004)
O (-5.6231, 7.0454, 4.3836)
S (-5.9035, 5.4740, 4.1440)
O (-5.4136, 4.7524, 5.2655)
O (-7.2324, 5.3254, 3.6564)
O (-4.8760, 5.2595, 2.9165)
H (-5.0493, 6.8981, 1.6914)
H (-3.3759, 6.4230, 2.0710)
H (-4.4388, 8.4757, 3.4456)
H (-3.5792, 7.2166, 4.3651)